DFT (wB97M-V/def2-TZVPD) results for a single C3H5N3 molecule at a distorted geometry.

The geometry in XYZ format:
```
11
Properties=species:S:1:pos:R:3:forces:R:3:nbo_charge:R:1
C -1.504552 -0.048960 0.003437 -0.10 -0.03 -0.03 -0.68
C -0.013177 -0.295711 -0.010039 0.14 -0.07 0.03 0.27
C 0.829601 0.893609 -0.032342 -0.19 0.03 -0.01 -0.34
N 2.120574 0.697025 -0.001165 1.48 -0.31 0.04 0.11
N 3.222159 0.446457 0.028328 -1.44 0.35 -0.04 0.05
N 0.538788 -1.449171 0.025706 -0.27 0.11 -0.02 -0.67
H -1.777852 0.918988 -0.425142 0.09 -0.10 0.04 0.22
H -2.015088 -0.834127 -0.561149 0.06 0.10 0.09 0.23
H -1.874407 -0.075897 1.033900 0.07 0.02 -0.11 0.23
H 0.494968 1.920183 -0.082259 0.05 -0.18 0.01 0.24
H -0.171132 -2.181869 0.042060 0.11 0.08 -0.01 0.33
```
Forces are in eV/Å.

Output
DFT total energy in Ha: -281.51809
F_max in eV/A: 1.517
Kohn-Sham gap in Eh: 0.3429
Energy relative to the best compared isomer or geometry (same formula, charge and spin) in eV: 1.958
Net charge: 0
E_LUMO in hartree: 0.030
E_HOMO in eV: -8.52

DFT (wB97M-V/def2-TZVPD) results for 2 unconnected molecules or ions with the total composition C3H5N3 at a distorted geometry.

The geometry in XYZ format:
```
11
Properties=species:S:1:pos:R:3:forces:R:3:nbo_charge:R:1
C -0.030582 0.924408 1.668032 -0.03 0.05 0.35 -0.41
N -0.121903 0.892684 0.234572 0.38 0.07 -0.52 -0.47
C 0.532545 0.303990 -0.581179 -0.43 0.37 0.42 0.66
N 1.144008 -0.230197 -1.521804 0.35 0.56 0.64 -0.77
H -0.634134 1.763628 2.009860 0.06 -0.12 0.18 0.21
H -0.407208 0.000745 2.115538 -0.01 0.09 -0.10 0.21
H 1.008173 1.080361 1.979169 -0.18 -0.04 0.04 0.19
H 1.969815 0.376843 -1.528563 0.41 -0.38 -0.90 0.38
C -1.132022 -1.705083 -1.481456 -0.82 -0.03 0.81 0.09
N -1.618783 -1.338289 -0.501869 0.23 -0.67 -0.98 -0.34
H -0.709909 -2.069089 -2.392301 0.06 0.10 0.07 0.24
```
Forces are in eV/Å.

Output
DFT total energy in Ha: -281.51286
F_max in eV/A: 1.213
Kohn-Sham gap in Eh: 0.3952
Energy relative to the best compared isomer or geometry (same formula, charge and spin) in eV: 2.100
Net charge: 0
E_LUMO in hartree: 0.034
E_HOMO in eV: -9.82
SMILES: CN=C=N.C#N

DFT (wB97M-V/def2-TZVPD) results for a single C3H5N3 molecule.

The geometry in XYZ format:
```
11
Properties=species:S:1:pos:R:3:forces:R:3:nbo_charge:R:1
C -1.665475 -0.084964 0.127924 -0.13 0.01 0.03 -0.41
N -0.238365 -0.119836 -0.124469 0.09 -0.03 0.03 -0.17
C 0.767851 0.610662 0.410555 -0.07 -0.10 -0.10 -0.09
C 1.896985 0.069712 -0.147471 0.06 0.03 0.03 -0.13
N 1.532022 -0.944782 -0.972523 -0.08 0.11 0.06 -0.24
N 0.241365 -1.053626 -0.951838 0.05 0.08 0.07 -0.07
H -1.962656 -0.979161 0.680521 0.02 0.13 -0.05 0.22
H -1.918283 0.802371 0.710518 0.11 -0.10 -0.10 0.21
H -2.195173 -0.062583 -0.825913 0.06 0.02 0.14 0.23
H 0.610154 1.422969 1.104023 -0.03 -0.15 -0.10 0.23
H 2.931572 0.339240 -0.011324 -0.09 0.01 0.00 0.22
```
Forces are in eV/Å.

Output
DFT total energy in Ha: -281.54567
F_max in eV/A: 0.182
Kohn-Sham gap in Eh: 0.3897
Energy relative to the best compared isomer or geometry (same formula, charge and spin) in eV: 1.208
Net charge: 0
E_LUMO in hartree: 0.031
E_HOMO in eV: -9.75
SMILES: Cn1ccnn1

DFT (wB97M-V/def2-TZVPD) results for a single C3H5N3 molecule.

The geometry in XYZ format:
```
11
Properties=species:S:1:pos:R:3:forces:R:3:nbo_charge:R:1
H 0.234717 -0.680481 2.488322 0.04 -0.09 -0.05 0.34
N -0.169305 -1.162212 1.687824 0.14 0.32 -0.25 -0.68
C -0.041910 -0.455271 0.642930 -0.06 -0.14 0.03 0.43
C 0.638583 0.857648 0.290064 0.33 -0.11 0.17 -0.34
N 0.015964 1.322872 -0.948822 -0.13 -0.29 -0.26 -0.44
C -0.569060 0.288620 -1.419610 0.21 0.20 -0.03 0.25
N -0.548221 -0.829063 -0.604255 0.00 -0.09 0.01 -0.63
H 0.736615 1.611145 1.074251 -0.30 -0.16 -0.11 0.23
H 1.654248 0.540399 -0.000329 0.01 0.22 0.22 0.23
H -1.037751 0.249075 -2.399297 -0.03 0.01 0.20 0.20
H -0.913880 -1.742732 -0.811077 -0.21 0.14 0.08 0.42
```
Forces are in eV/Å.

Output
DFT total energy in Ha: -281.57019
F_max in eV/A: 0.426
Kohn-Sham gap in Eh: 0.3678
Energy relative to the best compared isomer or geometry (same formula, charge and spin) in eV: 0.540
Net charge: 0
E_LUMO in hartree: 0.034
E_HOMO in eV: -9.09
SMILES: [H]/N=C1\CN=CN1

DFT (wB97M-V/def2-TZVPD) results for a single C3H5N3 molecule at a distorted geometry.

The geometry in XYZ format:
```
11
Properties=species:S:1:pos:R:3:forces:R:3:nbo_charge:R:1
C -1.647202 -0.279340 -0.196271 0.19 -0.18 -0.04 -0.67
C -0.322646 0.412653 -0.166497 -0.13 0.39 -0.30 0.19
N 1.108351 -1.100094 1.217445 0.86 -0.09 -0.33 -0.22
N 1.747626 -0.651987 0.320754 -0.44 -0.61 0.74 -0.13
N 1.108022 0.258799 -0.725078 -0.81 -0.21 -0.28 -0.35
C 0.510606 1.377892 -0.055069 -0.56 0.46 -0.05 -0.09
H -1.941678 -0.593770 0.810522 0.25 0.09 -0.11 0.25
H -2.498463 0.285853 -0.615685 0.71 0.17 0.09 0.24
H -1.536570 -1.182342 -0.791719 -0.04 -0.11 -0.02 0.24
H 2.709329 -0.901644 0.020144 -0.15 0.09 0.18 0.34
H 0.781168 2.390813 0.174306 0.13 -0.02 0.11 0.22
```
Forces are in eV/Å.

Output
DFT total energy in Ha: -281.37165
F_max in eV/A: 1.053
Kohn-Sham gap in Eh: 0.3418
Energy relative to the best compared isomer or geometry (same formula, charge and spin) in eV: 5.943
Net charge: 0
E_LUMO in hartree: 0.042
E_HOMO in eV: -8.16

DFT (wB97M-V/def2-TZVPD) results for a single C3H5N3 molecule.

The geometry in XYZ format:
```
11
Properties=species:S:1:pos:R:3:forces:R:3:nbo_charge:R:1
N -1.783252 -0.009593 0.074700 0.04 -0.02 -0.23 -0.79
C -0.414530 -0.060871 0.030170 0.20 -0.11 -0.04 0.40
C 0.413882 -1.155937 0.231663 0.03 -0.22 0.26 -0.50
C 1.749624 -0.743340 0.322802 -0.25 0.07 -0.29 0.00
N 1.707564 0.630082 0.167812 -0.35 -0.19 -0.31 -0.46
N 0.346180 1.052152 -0.158844 -0.06 -0.37 0.15 -0.46
H -2.232174 -0.914925 0.038797 0.10 0.16 0.09 0.40
H -2.243861 0.672041 -0.508154 0.07 0.03 0.02 0.39
H 0.116508 -2.193815 0.239157 -0.27 0.10 0.21 0.22
H 2.322142 0.773379 -0.629056 0.16 0.85 0.19 0.40
H 0.017913 1.950825 0.190953 0.34 -0.30 -0.04 0.40
```
Forces are in eV/Å.

Output
DFT total energy in Ha: -281.48534
F_max in eV/A: 0.884
Kohn-Sham gap in Eh: 0.3168
Energy relative to the best compared isomer or geometry (same formula, charge and spin) in eV: 2.849
Net charge: 0
E_LUMO in hartree: 0.024
E_HOMO in eV: -7.96

DFT (wB97M-V/def2-TZVPD) results for a single C3H5N3 molecule.

The geometry in XYZ format:
```
11
Properties=species:S:1:pos:R:3:forces:R:3:nbo_charge:R:1
C 1.009059 0.933676 0.978926 -0.08 0.03 0.01 -0.64
C 0.102804 0.146871 0.081405 0.08 -0.07 -0.02 0.09
C -0.258583 -1.213962 0.121193 -0.08 -0.08 0.14 -0.11
N -1.073175 -1.481057 -0.892356 0.08 0.29 0.21 -0.23
N -1.197129 -0.311133 -1.482886 -0.11 -0.04 -0.25 -0.16
N -0.524841 0.699508 -0.954587 0.15 -0.30 -0.02 -0.25
H 0.484516 1.158454 1.913658 0.19 0.08 -0.08 0.22
H 1.935252 0.398419 1.229907 -0.35 0.01 -0.14 0.22
H 1.286499 1.870179 0.486036 -0.11 -0.13 0.15 0.23
H -0.025373 -1.978730 0.846620 0.17 0.07 -0.13 0.21
H -1.739030 -0.222226 -2.327916 0.07 0.15 0.13 0.40
```
Forces are in eV/Å.

Output
DFT total energy in Ha: -281.56125
F_max in eV/A: 0.372
Kohn-Sham gap in Eh: 0.4024
Energy relative to the best compared isomer or geometry (same formula, charge and spin) in eV: 0.784
Net charge: 0
E_LUMO in hartree: 0.043
E_HOMO in eV: -9.78
SMILES: Cc1cn[nH]n1

DFT (wB97M-V/def2-TZVPD) results for a single C3H5N3O molecule at a distorted geometry.

The geometry in XYZ format:
```
12
Properties=species:S:1:pos:R:3:forces:R:3:nbo_charge:R:1
C 0.757841 -1.527162 -0.084448 -0.73 -1.28 -0.36 -0.04
C -1.223351 -0.237413 0.411823 0.49 -0.78 0.25 0.39
C -2.242543 0.719042 0.056212 -0.35 0.24 -0.38 -0.72
N -0.460281 -1.075243 0.051669 -0.51 0.93 0.57 -0.27
N 1.796664 -0.692028 -0.094631 1.41 2.52 0.22 -0.26
N 1.600857 0.552712 0.061970 -0.31 -2.00 -0.41 0.02
O 2.774958 1.253794 0.017776 0.35 0.34 0.10 -0.54
H 0.921663 -2.581734 -0.213941 0.04 0.03 -0.03 0.20
H -3.054862 0.728818 0.780624 0.05 0.04 0.00 0.25
H -1.755705 1.695500 0.070646 -0.04 0.05 0.00 0.28
H -2.631996 0.531405 -0.947129 -0.06 0.10 -0.01 0.24
H 3.516751 0.632311 -0.110569 -0.34 -0.19 0.04 0.46
```
Forces are in eV/Å.

Output
DFT total energy in Ha: -356.65901
F_max in eV/A: 2.898
Kohn-Sham gap in Eh: 0.2808
Energy relative to the best compared isomer or geometry (same formula, charge and spin) in eV: 5.398
Net charge: 0
E_LUMO in hartree: 0.011
E_HOMO in eV: -7.35